1.
Formula: C5H36N2O13
Source: the OMol25 dataset
Level of theory: the ωB97M-V functional and the def2-TZVPD basis

The geometry in XYZ format:
```
56
Properties=species:S:1:pos:R:3:forces:R:3
C 3.655 -0.280 0.571 -0.90 -0.17 4.14
N 2.484 -0.701 0.138 -0.82 -1.48 -3.03
C 1.357 -0.809 1.028 -1.55 0.46 0.56
C 2.074 -3.031 -0.699 1.68 -0.63 -0.90
C 2.380 -1.582 -1.128 0.54 0.94 0.14
C 1.280 -1.047 -2.112 -0.32 -0.59 -2.29
N 0.611 0.218 -1.826 3.71 1.16 -2.16
O 3.758 0.064 1.769 0.47 0.59 -1.31
H 4.503 -0.411 -0.033 1.18 0.07 -1.33
H 0.810 0.178 1.251 1.07 -1.32 -1.17
H 0.650 -1.566 0.548 0.85 1.54 1.19
H 1.657 -1.092 2.054 0.11 -0.43 -0.62
H 1.072 -3.071 -0.366 -1.04 -0.29 0.29
H 2.724 -3.413 0.130 -0.36 0.45 -0.81
H 2.146 -3.740 -1.574 0.03 0.80 0.84
H 3.351 -1.472 -1.728 -1.09 -0.28 1.40
H 1.758 -1.243 -3.246 -1.05 1.51 2.68
H 0.389 -1.659 -2.269 0.41 -0.97 0.72
H -0.117 0.233 -1.210 -2.09 -1.00 1.80
H 1.215 0.929 -1.411 0.27 -0.11 -0.63
H 0.091 1.619 3.329 2.05 4.91 -0.96
H 0.000 0.564 4.340 -0.16 -0.28 -0.37
O -0.192 0.781 3.415 -0.94 -4.01 2.07
H -1.587 -1.951 -0.008 1.13 -0.60 3.40
H -1.618 -0.603 -0.828 0.45 0.69 0.94
O -1.788 -1.532 -0.787 -1.11 0.68 -3.61
H 2.566 3.196 -1.362 0.61 -1.37 -0.31
H 3.318 1.779 -1.510 0.08 -0.98 1.16
O 3.104 2.585 -1.931 -0.77 2.32 -0.77
H -3.992 0.401 2.009 -1.06 -0.33 0.60
H -3.804 -0.451 0.613 -0.61 0.20 0.81
O -3.574 0.311 1.167 0.57 0.43 -1.69
H 1.922 2.385 1.563 0.46 -1.09 -4.12
H 2.473 1.966 2.809 1.18 -0.95 0.81
O 1.830 2.542 2.443 -1.18 1.40 3.60
H -1.255 1.930 -1.051 0.23 -0.22 0.93
H -2.181 1.446 0.002 0.08 0.10 0.89
O -1.239 1.676 -0.074 -0.74 0.23 -2.27
H -2.113 -0.348 1.751 -4.97 2.10 0.37
H -0.662 -0.127 2.190 0.15 0.48 0.76
O -1.285 -0.642 1.706 4.58 -3.96 -1.32
H -3.326 -1.728 -1.359 0.57 -0.12 -0.24
H -3.811 -2.231 -2.722 0.88 -0.55 -1.83
O -4.086 -2.000 -1.870 -2.37 0.60 1.81
H 1.149 3.554 0.956 -0.70 0.50 0.17
H -0.032 2.926 0.011 2.41 1.35 0.80
O 0.873 3.439 0.048 -1.80 -1.12 -1.07
H -2.591 -4.034 -1.600 2.47 2.12 -2.03
H -1.578 -2.815 -2.079 0.73 3.62 1.64
O -1.881 -3.640 -2.262 -2.97 -6.53 -0.10
H -1.109 2.313 -3.465 4.22 0.66 -3.51
H -2.343 3.134 -2.913 2.18 -3.23 -0.19
O -1.784 2.227 -2.902 -6.33 2.55 3.94
H -2.250 2.065 4.032 4.42 3.80 4.39
H -2.218 1.139 2.925 0.15 0.08 0.13
O -2.788 1.621 3.528 -4.98 -3.68 -4.37
```
Forces are in eV/Å.

Results
Energy above the lowest of the compared OMol25 structures with the same formula, charge and spin in kJ/mol: 707.83
HOMO level in eV: -9.4
HOMO-LUMO gap in eV: 9.4

Atomic partial charges in e from the Mulliken method, atoms 1 to 5:
1 C -0.19
2 N 0.55
3 C -0.10
4 C -1.41
5 C -0.03

=====

2.
Formula: C5H36NO13
Source: the OMol25 dataset
Level of theory: the ωB97M-V functional and the def2-TZVPD basis

The geometry in XYZ format:
```
55
Properties=species:S:1:pos:R:3:forces:R:3
C -0.481 0.218 -1.666 -1.07 3.40 -0.62
O -1.438 1.272 -2.145 3.30 0.18 1.36
C -0.802 -0.189 -0.278 1.08 -0.26 1.82
C -2.218 -0.627 0.178 0.61 -3.94 1.18
C -2.743 0.126 1.379 -0.72 0.73 -0.89
C -3.815 0.897 1.338 -1.31 1.35 3.07
N -1.948 0.111 2.656 0.47 -2.75 -0.69
H -0.402 -0.634 -2.291 -0.16 -0.51 -0.91
H 0.412 0.876 -1.769 -0.11 -1.33 0.66
H -2.242 0.894 -2.346 -2.61 -1.40 -0.80
H -0.733 0.704 0.391 1.06 -0.81 -0.89
H 0.049 -0.982 -0.107 -1.70 1.49 0.46
H -2.944 -0.727 -0.603 -0.64 0.75 -0.45
H -2.226 -1.779 0.522 0.31 2.37 -0.47
H -4.538 1.116 0.576 0.46 -0.51 -0.92
H -4.215 1.448 2.286 1.21 -1.05 -1.45
H -1.821 1.072 2.975 -0.03 0.35 0.43
H -0.899 -0.236 2.366 -1.69 0.89 0.92
H -2.407 -0.539 3.398 1.15 1.53 -1.60
H -0.846 0.080 -4.742 -0.32 -0.70 1.55
H -2.252 -0.142 -4.679 0.08 -0.66 0.99
O -1.482 -0.344 -4.092 -0.14 0.83 -3.60
H 1.091 -0.409 2.719 1.81 -0.98 2.12
H 1.008 0.871 1.809 -0.44 -1.42 0.50
O 0.631 -0.030 2.022 -0.73 2.05 -1.85
H 0.447 -3.771 2.960 0.25 -2.26 0.75
H 0.869 -2.792 1.915 0.92 0.20 -0.48
O 0.304 -2.909 2.665 -0.46 2.58 0.41
H -1.753 2.503 -0.752 2.68 -3.84 -3.17
H -2.401 3.891 -1.008 0.61 -2.06 1.46
O -2.210 3.142 -0.347 -3.38 6.16 1.81
H 4.032 1.204 1.141 -1.86 0.80 2.89
H 3.964 2.235 2.371 0.04 0.01 0.06
O 3.475 1.484 2.020 1.61 -0.89 -3.21
H 3.211 -2.736 0.750 -0.47 1.56 -0.71
H 3.098 -1.199 0.340 1.70 2.04 0.20
O 2.669 -2.013 0.335 -1.38 -3.81 0.59
H 0.722 3.175 -0.157 -0.66 -0.16 -0.06
H 1.661 2.221 0.327 4.36 -0.65 0.99
O 0.780 2.258 0.151 -3.28 1.27 -0.61
H 3.805 0.531 -1.313 1.68 -0.72 0.94
H 5.161 -0.167 -0.668 2.61 -1.11 -1.39
O 4.345 0.215 -0.532 -4.36 2.12 0.52
H 1.822 -0.008 -3.964 -1.59 -1.36 -1.20
H 2.989 -0.527 -2.964 -1.39 0.35 -1.25
O 2.510 0.221 -3.399 3.08 0.84 2.57
H -0.466 3.104 2.401 -0.99 -0.22 1.92
H -0.498 3.098 4.062 -0.82 -0.22 -2.05
O -1.030 2.917 3.223 1.70 0.20 0.00
H 1.145 -2.517 -4.270 -0.88 -0.44 0.76
H 0.485 -3.066 -2.942 -6.76 -0.57 3.38
O 1.196 -2.960 -3.410 7.65 0.99 -4.19
H -1.357 -3.251 -0.267 0.55 -2.22 2.25
H -0.273 -3.077 0.649 0.78 0.16 0.72
O -0.962 -3.727 0.582 -1.80 1.61 -3.83
```
Forces are in eV/Å.

Results
Net charge: +1
Energy above the lowest of the compared OMol25 structures with the same formula, charge and spin in kJ/mol: 738.75
HOMO level in eV: -12.6
HOMO-LUMO gap in eV: 10.2

Atomic partial charges in e from the Mulliken method, atoms 1 to 5:
1 C -0.96
2 O -0.63
3 C 1.84
4 C -0.51
5 C -0.01

=====

3.
Formula: C5H38N3O12
Source: the OMol25 dataset
Level of theory: the ωB97M-V functional and the def2-TZVPD basis

The geometry in XYZ format:
```
58
Properties=species:S:1:pos:R:3:forces:R:3
C -1.837 2.967 1.290 -0.42 1.28 -0.45
C -0.818 2.037 0.666 0.45 -0.37 1.09
C -1.222 0.547 0.662 -0.07 1.19 -0.56
C -0.402 -0.269 -0.346 -0.58 -0.30 0.73
N 0.275 -2.194 -2.324 0.04 -0.26 0.49
C -0.819 -2.276 -1.548 -0.85 0.68 -0.46
N -1.214 -1.444 -0.657 0.10 -0.29 0.82
N 0.429 2.101 1.547 0.25 -1.76 0.30
H -1.965 2.963 2.370 0.32 -0.46 0.18
H -2.821 2.796 0.845 0.47 0.01 0.58
H -1.560 4.004 1.018 -0.17 -0.35 0.21
H -0.529 2.424 -0.312 -0.07 -0.33 0.47
H -1.223 0.199 1.702 0.26 -0.28 -0.09
H -2.253 0.481 0.327 -0.02 0.12 0.21
H 0.562 -0.506 0.133 0.09 -0.18 -0.69
H -0.268 0.312 -1.264 0.25 -0.18 0.46
H 0.274 -2.810 -3.117 0.43 0.08 -0.11
H 0.905 -1.378 -2.279 -0.20 -0.41 -0.35
H -1.552 -3.051 -1.801 0.54 -0.15 0.06
H 1.069 1.301 1.406 0.23 0.26 -0.95
H 1.069 2.884 1.434 -0.38 0.31 0.20
H 0.192 1.842 2.520 0.03 1.13 0.25
H 2.717 0.277 -2.955 -0.12 0.39 0.13
H 1.330 0.873 -2.317 0.59 0.16 -0.55
O 1.902 0.093 -2.482 -0.40 -0.23 0.38
H -3.331 -0.794 -1.257 0.10 -0.38 0.11
H -4.686 -0.507 -2.034 0.26 -0.07 0.12
O -3.739 -0.319 -1.996 -0.26 0.21 -0.12
H 1.143 1.246 4.925 -0.29 0.14 -0.07
H -0.192 2.072 4.863 0.14 -0.01 0.39
O 0.373 1.464 4.381 0.00 -0.10 -0.38
H 3.572 1.151 0.884 0.23 -0.64 -0.58
H 2.796 1.188 -0.523 0.78 -0.73 -0.11
O 2.869 1.529 0.365 -1.26 1.84 0.58
H 1.388 -0.885 1.864 0.49 -0.76 0.21
H 2.907 -1.064 2.272 -0.51 -0.26 -0.25
O 2.164 -0.451 2.234 0.00 0.81 0.46
H 0.682 -3.582 3.011 0.23 0.07 -0.20
H -0.405 -2.650 2.532 0.10 -0.28 -0.25
O 0.492 -2.967 2.289 -0.41 -0.07 0.81
H 0.308 2.682 -3.076 0.08 0.20 0.07
H -0.687 1.917 -2.239 0.22 0.17 -0.22
O 0.185 2.358 -2.176 0.03 0.03 -0.33
H -2.821 -2.840 2.084 0.21 0.07 -0.53
H -1.696 -1.818 1.562 -0.80 -0.36 -0.94
O -2.146 -2.201 2.323 0.35 0.37 1.13
H -3.484 2.688 -0.815 0.24 -0.01 -0.37
H -3.135 1.398 -1.549 0.01 0.26 0.07
O -2.723 2.165 -1.107 -0.95 -0.11 -0.98
H 5.072 -0.594 -0.449 0.08 0.29 -0.31
H 3.778 -1.316 -0.482 -0.42 0.15 -0.27
O 4.182 -0.494 -0.813 0.56 -0.89 0.47
H -2.301 0.168 -2.968 0.34 -0.15 -0.40
H -1.226 0.193 -4.110 -0.13 0.01 0.16
O -1.376 0.402 -3.181 -0.40 -0.02 -0.22
H 1.714 -3.106 1.050 0.79 -0.07 -0.39
H 1.621 -2.998 -0.404 0.43 -0.07 -0.48
O 2.316 -3.083 0.264 -0.99 0.29 0.48
```
Forces are in eV/Å.

Results
Net charge: +1
Energy above the lowest of the compared OMol25 structures with the same formula, charge and spin in kJ/mol: 195.70
HOMO level in eV: -11.8
HOMO-LUMO gap in eV: 9.7

Atomic partial charges in e from the Mulliken method, atoms 1 to 5:
1 C -1.94
2 C 0.41
3 C -1.38
4 C 2.04
5 N -0.21